(i)
ORCA calculation (ωB97M-V with the def2-TZVPD basis set) on a structure of composition C2H3NO2.

Structure (XYZ):
```
8
Properties=species:S:1:pos:R:3:nbo_charge:R:1
O -0.543 -1.088 2.115 -0.18
O 0.476 -0.988 1.116 -0.22
N -1.304 0.113 0.994 -0.12
C 0.304 0.430 -0.905 -0.69
C -0.190 -0.106 0.382 0.46
H 0.101 -0.305 -1.683 0.25
H -0.224 1.351 -1.137 0.25
H 1.379 0.594 -0.883 0.25
```

The total charge is 0. As for the LUMO energy: -0.50 eV.

(ii)
ORCA calculation (ωB97M-V with the def2-TZVPD basis set) on the molecule C2H3NO2.

Structure (XYZ):
```
8
Properties=species:S:1:pos:R:3:nbo_charge:R:1
O 2.384 -0.514 0.036 -0.52
O -1.408 -0.941 -0.349 -0.79
N 0.443 0.864 -0.455 -0.60
C 1.324 -0.018 -0.088 0.72
C -0.173 -0.074 0.364 0.13
H -0.604 0.251 1.362 0.17
H 0.177 1.545 -1.174 0.42
H -2.142 -1.112 0.303 0.47
```

The total charge is 0. Its SMILES is O=C1N[C@H]1O. As for the LUMO energy: 0.76 eV.

(iii)
ORCA calculation (ωB97M-V with the def2-TZVPD basis set) on the molecule C2H3NO2.

Structure (XYZ):
```
8
Properties=species:S:1:pos:R:3:nbo_charge:R:1
O -0.087 -0.952 0.062 -0.40
O 0.345 -2.868 0.968 -0.24
N 0.631 -1.725 1.021 0.38
C 0.154 0.389 0.056 0.11
C -0.478 1.245 -0.742 -0.46
H -1.236 0.915 -1.429 0.21
H -0.237 2.288 -0.703 0.22
H 0.907 0.708 0.767 0.19
```

The total charge is 0. Its SMILES is C=CON=O. As for the LUMO energy: -0.23 eV.

Quick ranking, most stable first: (ii), (iii), (i).

(i)
ORCA calculation (ωB97M-V with the def2-TZVPD basis set) on the molecule C2H3NO2.

Structure (XYZ):
```
8
Properties=species:S:1:pos:R:3:nbo_charge:R:1
O 1.385 -0.596 -1.821 -0.32
O -0.076 0.833 -0.824 -0.32
N 0.686 -0.309 -0.862 0.41
C -0.194 -0.916 0.341 -0.22
C -0.645 0.571 0.416 -0.15
H 0.354 -1.436 1.085 0.19
H -1.662 0.859 0.581 0.22
H 0.152 0.995 1.084 0.20
```

The total charge is 0. Its SMILES is [O-][N+]1=CCO1. As for the LUMO energy (spin up / spin down): -0.29 / -0.39 eV.

(ii)
ORCA calculation (ωB97M-V with the def2-TZVPD basis set) on the molecule C2H3NO2.

Structure (XYZ):
```
8
Properties=species:S:1:pos:R:3:nbo_charge:R:1
O -1.957 0.002 0.007 -0.51
O 0.267 -1.361 -0.001 -0.68
N 1.537 0.568 0.009 -0.65
C -0.964 0.674 -0.005 0.38
C 0.417 -0.025 0.002 0.44
H -0.945 1.769 -0.023 0.15
H 2.334 -0.060 0.022 0.36
H -0.688 -1.567 -0.011 0.50
```

The total charge is 0. Its SMILES is [H]/N=C(\O)C=O. As for the LUMO energy: -0.26 eV.

(iii)
ORCA calculation (ωB97M-V with the def2-TZVPD basis set) on a cluster of 2 separate species, C2H3NO2 in total.

Structure (XYZ):
```
8
Properties=species:S:1:pos:R:3:nbo_charge:R:1
O -1.731 1.290 -2.632 -0.56
O 1.571 -0.104 0.235 -0.68
N -0.628 0.409 -0.598 -0.70
C -0.691 1.622 -2.292 0.47
C 0.197 -0.101 0.209 0.45
H -1.629 0.179 -0.286 0.38
H 0.048 -0.782 1.080 0.15
H 1.996 0.423 -0.448 0.49
```

The total charge is 0. As for the LUMO energy: 0.67 eV.

Quick ranking, most stable first: (ii), (iii), (i).

(i)
ORCA calculation (ωB97M-V with the def2-TZVPD basis set) on a cluster of 2 separate species, C2H3NO2 in total.

Structure (XYZ):
```
8
Properties=species:S:1:pos:R:3:nbo_charge:R:1
O -1.074 1.210 -0.066 -0.43
O -4.252 0.123 0.098 -0.39
N -0.118 0.456 0.022 0.02
C -3.234 -0.413 -0.080 0.52
C 1.138 0.471 0.046 -0.31
H 1.661 1.401 -0.284 0.18
H -2.830 -1.309 -0.517 0.19
H 1.471 -0.515 0.340 0.21
```

The total charge is 0. As for the LUMO energy (spin up / spin down): -1.31 / -2.28 eV.

(ii)
ORCA calculation (ωB97M-V with the def2-TZVPD basis set) on the molecule C2H3NO2.

Structure (XYZ):
```
8
Properties=species:S:1:pos:R:3:nbo_charge:R:1
O -0.709 -1.825 0.489 -0.54
O -0.079 2.085 -0.676 -0.53
N 0.630 0.033 0.017 -0.66
C 0.334 -1.209 0.568 0.54
C -0.274 0.952 -0.455 0.55
H 1.261 -1.566 1.026 0.11
H -1.293 0.499 -0.516 0.13
H 1.572 0.301 0.187 0.40
```

The total charge is 0. Its SMILES is O=CNC=O. As for the LUMO energy: 0.66 eV.

Quick ranking, most stable first: (ii), (i).

(i)
ORCA calculation (ωB97M-V with the def2-TZVPD basis set) on the molecule C2H3NO2.

Structure (XYZ):
```
8
Properties=species:S:1:pos:R:3:nbo_charge:R:1
O 0.159 -0.330 -1.851 -0.55
O -0.086 2.033 0.743 -0.50
N -0.422 -0.129 -0.343 -0.20
C -0.182 0.855 0.547 0.67
C 0.168 -0.540 0.874 -0.31
H 1.347 -0.591 0.863 0.22
H -0.415 -1.343 1.446 0.22
H -0.569 0.046 -2.279 0.47
```

The total charge is 0. Its SMILES is O=C1CN1O. As for the LUMO energy: -0.12 eV.

(ii)
ORCA calculation (ωB97M-V with the def2-TZVPD basis set) on the molecule C2H3NO2.

Structure (XYZ):
```
8
Properties=species:S:1:pos:R:3:nbo_charge:R:1
O -3.136 -0.385 0.034 -0.39
O -1.434 1.169 -0.048 -0.34
N -1.964 -0.093 0.018 0.43
C -0.073 0.576 0.001 -0.11
C -0.706 -0.718 -0.048 -0.21
H -0.471 -1.666 0.157 0.21
H 0.438 0.703 0.925 0.20
H 0.658 0.935 -0.921 0.20
```

The total charge is 0. Its SMILES is [O-][N+]1=CCO1. As for the LUMO energy: 0.86 eV.

(iii)
ORCA calculation (ωB97M-V with the def2-TZVPD basis set) on the molecule C2H3NO2.

Structure (XYZ):
```
8
Properties=species:S:1:pos:R:3:nbo_charge:R:1
O -1.664 -0.490 0.610 -0.69
O -0.020 0.950 0.267 -0.51
N 1.964 0.345 -0.552 -0.60
C 0.767 0.015 -0.367 0.36
C -1.237 0.769 0.730 0.42
H 2.451 -0.394 -1.051 0.35
H -2.511 -0.296 1.024 0.52
H 0.251 -0.898 -0.662 0.17
```

The total charge is 0. As for the LUMO energy: 0.72 eV.

Quick ranking, most stable first: (iii), (i), (ii).

(i)
ORCA calculation (ωB97M-V with the def2-TZVPD basis set) on the molecule C2H3NO2.

Structure (XYZ):
```
8
Properties=species:S:1:pos:R:3:nbo_charge:R:1
O -1.801 -0.819 -0.015 -0.54
O 2.244 -0.265 0.039 -0.55
N 0.134 0.423 -0.060 -0.66
C -1.246 0.244 0.047 0.55
C 1.086 -0.554 -0.038 0.53
H 0.721 -1.607 0.012 0.15
H 0.524 1.325 -0.120 0.41
H -1.663 1.254 0.136 0.12
```

The total charge is 0. Its SMILES is O=CNC=O. As for the LUMO energy: 0.66 eV.

(ii)
ORCA calculation (ωB97M-V with the def2-TZVPD basis set) on a cluster of 2 separate species, C2H3NO2 in total.

Structure (XYZ):
```
8
Properties=species:S:1:pos:R:3:nbo_charge:R:1
O -1.522 -0.473 0.354 -0.50
O 2.185 0.925 0.037 -0.42
N 1.781 -0.181 -0.058 0.21
C 1.409 -1.272 -0.087 -0.04
C -1.601 0.689 0.094 0.29
H -2.547 1.251 0.152 0.10
H 1.029 -2.227 -0.266 0.25
H -0.733 1.288 -0.225 0.11
```

The total charge is 0. Its SMILES is C#[N+][O-].C=O. As for the LUMO energy: 0.85 eV.

Quick ranking, most stable first: (i), (ii).

(i)
ORCA calculation (ωB97M-V with the def2-TZVPD basis set) on the molecule C4H3NOS2.

Structure (XYZ):
```
11
Properties=species:S:1:pos:R:3:nbo_charge:R:1
S 1.764 -0.362 -0.984 0.21
S -1.946 -0.315 -0.965 0.23
O -0.655 -1.634 1.578 -0.55
N 1.451 -0.636 0.672 -0.79
C 0.023 2.828 0.725 -0.16
C -0.869 0.332 0.071 -0.27
C -0.004 -0.690 0.904 0.62
C -0.345 1.661 0.493 -0.11
H 0.841 3.764 0.525 0.29
H 2.039 -1.164 1.253 0.42
H 2.300 0.987 -1.092 0.12
```

The total charge is 0. Its SMILES is C#CC(=S)C(=O)NS. As for the LUMO energy: -1.72 eV.

(ii)
ORCA calculation (ωB97M-V with the def2-TZVPD basis set) on the molecule C4H3NOS2.

Structure (XYZ):
```
11
Properties=species:S:1:pos:R:3:nbo_charge:R:1
S 1.385 1.544 -0.882 0.21
S -2.215 0.128 0.462 0.22
O 1.317 -0.361 1.869 -0.53
N -0.837 -0.292 1.363 -0.79
C 0.470 -0.929 -1.335 -0.09
C 0.256 -1.878 -2.074 -0.14
C 0.502 -0.227 1.023 0.64
C 0.780 0.125 -0.445 -0.29
H -2.403 -1.059 -0.127 0.10
H -0.014 -2.526 -2.910 0.25
H -1.026 -0.768 2.247 0.41
```

The total charge is 0. Its SMILES is C#CC(=S)C(=O)NS. As for the LUMO energy: -1.41 eV.

Quick ranking, most stable first: (ii), (i).